Density functional theory data (the ωB97M-V functional and the def2-TZVPD basis) for a 8-piece molecular cluster, C36H32BF4O22 overall at a distorted geometry.

Last column: Mulliken charge in e.
Cartesian coordinates (Å):
B 10.3850 26.4140 1.1330  0.445
F 10.3080 27.7140 1.3230  -0.445
F 9.0900 25.8180 1.1440  -0.405
F 11.0450 26.0420 -0.0650  -0.253
F 11.1620 25.8190 2.1670  -0.506
C 11.6840 21.2750 2.6700  -0.690
C 11.5980 22.6200 3.2550  0.537
C 10.4500 22.8620 4.2380  0.747
O 10.3660 24.0410 4.7050  -0.609
C 9.6090 21.8910 4.5720  -0.552
C 9.7970 20.3720 4.0340  0.141
C 10.8230 20.1200 2.9800  0.574
O 11.0170 18.9570 2.4960  -0.669
O 8.9320 19.3480 4.3160  -0.451
O 12.4210 23.7350 2.9540  -0.511
H 12.5410 20.9840 1.9010  0.254
H 8.8250 22.0720 5.1930  0.531
H 8.2300 19.6060 4.9500  0.391
H 11.9280 24.6290 2.9630  0.484
C 8.9480 29.4120 -5.3310  -0.781
C 8.0130 28.2030 -5.2530  0.324
C 8.1040 27.1290 -4.2600  0.763
O 7.2630 26.1900 -4.1320  -0.660
C 9.1470 27.3070 -3.2080  -0.836
C 10.0550 28.5750 -3.2440  0.589
C 9.9620 29.6440 -4.3220  0.144
O 10.6140 30.5480 -4.2770  -0.402
O 10.7480 29.0180 -2.1400  -0.401
O 7.0400 28.0390 -6.2540  -0.578
H 8.7350 30.1620 -6.1060  0.380
H 9.2050 26.5840 -2.4340  0.751
H 10.8830 28.3200 -1.6850  0.246
H 6.5840 27.0930 -6.1080  0.384
C 12.8380 21.3510 -2.3040  -0.460
C 12.8610 22.8960 -2.0850  0.173
C 14.0990 23.4800 -1.5980  1.130
O 14.1380 24.6950 -1.3280  -0.640
C 15.3200 22.6540 -1.5110  -0.884
C 15.2880 21.2120 -1.7960  0.641
C 14.0150 20.4680 -2.1680  0.428
O 14.0340 19.3700 -2.4180  -0.430
O 16.4420 20.3710 -1.8350  -0.453
O 11.7270 23.5660 -2.3080  -0.489
H 11.6610 21.0690 -2.7080  0.098
H 16.1840 23.2700 -1.1860  0.275
H 17.1430 20.9240 -1.6590  0.291
H 12.1300 24.4240 -1.9340  0.304
C 6.7590 20.6930 1.8720  -0.938
C 7.6980 20.3980 0.7770  0.252
C 8.6000 21.2680 0.1970  0.779
O 9.2150 21.0350 -0.9180  -0.701
C 8.6820 22.6470 0.8370  -0.439
C 7.7930 22.9380 2.0000  0.553
C 6.7210 22.0660 2.4250  0.139
O 5.9170 22.3600 3.4390  -0.633
O 7.9910 24.0910 2.7460  -0.547
O 7.7810 19.0650 0.2380  -0.582
H 6.1920 19.8660 2.2260  0.549
H 9.3840 23.4110 0.4870  0.682
H 8.5270 24.7040 2.2430  0.439
H 8.5350 19.1640 -0.3920  0.378
C 10.7950 30.5690 5.5350  -0.682
C 10.2630 30.0800 4.1990  0.278
C 9.0190 30.6060 3.6220  0.905
O 8.5620 30.2020 2.5880  -0.503
C 8.2670 31.5230 4.4390  -0.984
C 8.7780 31.9410 5.7970  0.623
C 10.1400 31.5730 6.4200  0.147
O 10.6880 32.0000 7.4050  -0.526
O 7.9690 32.3240 6.8810  -0.429
O 11.0440 29.2100 3.3960  -0.211
H 11.6190 30.0040 5.8010  0.544
H 7.3380 31.7440 4.1380  0.500
H 7.1210 32.5510 6.4320  0.330
H 10.4700 29.0990 2.7180  0.148
C 6.0110 27.7250 2.8650  -0.441
C 5.5450 28.0520 1.4450  0.703
O 4.4550 28.5150 1.2910  -0.590
C 6.5140 28.0140 0.3270  -0.514
H 5.2300 28.0440 3.6420  0.317
H 6.9970 28.2490 3.0140  -0.098
H 6.1030 26.6350 3.1370  0.147
H 7.2450 28.7820 0.4620  0.250
H 5.8270 28.3070 -0.7150  0.214
H 7.1310 27.1200 0.3780  0.001
C 14.0190 27.1380 3.4280  -1.619
C 13.9640 26.4780 4.7490  0.833
O 14.9230 25.8290 5.1260  -0.621
C 12.6490 26.3660 5.4410  -0.725
H 15.0840 27.2490 3.0730  0.373
H 13.9550 27.9740 3.5000  0.992
H 13.5120 26.6520 2.6970  0.134
H 12.8730 27.2230 6.3100  0.221
H 12.4110 25.4160 5.9210  0.288
H 11.6070 26.6080 5.0610  0.148

Force components x, y, z for each atom (eV/Å):
B 0.9 -2.9 -0.5
F -0.3 2.6 0.0
F 0.0 0.1 -0.1
F -0.4 0.5 -0.2
F -0.2 0.2 0.5
C 2.3 2.9 -0.6
C 0.7 -1.4 -2.1
C 3.6 6.1 -0.6
O 0.1 -2.5 -0.9
C -0.5 -10.5 -2.4
C -2.9 5.1 2.1
C 1.7 -2.3 -0.5
O -1.0 3.7 1.4
O 1.3 1.6 -0.1
O -2.0 -2.8 0.4
H -2.0 1.0 1.7
H -2.1 0.4 1.7
H 0.7 0.2 -0.4
H 0.1 -1.7 0.2
C -4.9 -4.9 -0.6
C 1.7 4.5 -3.4
C -0.1 -2.0 3.3
O 1.8 2.6 -1.4
C 3.0 5.4 -2.0
C -3.6 -4.1 2.3
C -6.0 -8.1 -0.2
O 6.2 8.4 0.4
O -2.1 6.2 -7.4
O 0.5 -2.2 2.2
H 0.3 -0.5 0.4
H 0.1 -0.4 0.7
H 1.6 -7.7 6.0
H 1.5 2.8 0.0
C -3.9 6.2 -0.3
C -1.2 -9.3 -1.5
C 1.1 2.0 0.4
O -0.4 -1.7 -0.5
C -0.1 -4.1 -0.6
C 2.6 3.7 1.0
C -0.8 8.8 1.1
O 0.2 -8.5 -1.6
O -5.1 0.1 -0.4
O 3.1 1.9 1.5
H 3.9 0.2 1.3
H -0.4 -1.0 -0.4
H 2.8 1.9 0.7
H -1.9 0.0 -0.6
C 3.7 0.1 -4.3
C -4.9 -5.3 3.8
C 3.6 5.6 -4.3
O -2.0 -0.1 4.1
C -3.0 -0.8 3.2
C 4.7 2.7 -3.1
C -3.4 -1.3 5.1
O 3.6 -1.1 -4.9
O -1.8 -2.9 -0.8
O 0.1 3.2 1.1
H -0.6 -0.1 0.3
H -0.2 -0.5 0.1
H 0.7 0.7 -0.6
H -0.5 -0.2 0.2
C -3.4 -1.6 -5.4
C 4.8 0.7 4.1
C -0.3 0.8 1.1
O -0.1 -0.8 -1.4
C 5.1 1.5 6.7
C -2.6 -1.7 -1.1
C 1.1 -1.7 -3.0
O -1.1 0.4 0.0
O 0.0 0.5 -3.4
O 0.3 3.2 6.0
H 1.8 -0.5 0.9
H -3.4 0.9 -0.9
H 0.4 -0.2 0.9
H -2.6 -1.4 -4.4
C -0.1 -0.4 1.4
C 0.7 0.2 1.4
O -1.7 0.3 -0.3
C -1.8 0.3 -2.8
H 1.1 0.1 -1.4
H -0.9 -0.7 0.1
H 0.4 0.9 -0.9
H 0.4 0.9 0.2
H 2.4 -1.4 2.9
H -0.3 -0.4 -0.7
C 5.8 -13.9 -0.2
C 0.2 -2.8 -1.5
O -0.3 0.6 0.8
C -1.5 2.6 3.2
H -0.4 -1.4 0.4
H -3.6 17.8 1.3
H -2.0 -1.1 -2.0
H -1.0 -2.2 -1.6
H 1.0 0.0 0.2
H 1.8 0.4 -0.6

## Properties
Max |F| = 18.2 eV/A
Charge = -1
E_HOMO = -7.068 eV


Density functional theory data (the ωB97M-V functional and the def2-TZVPD basis) for a 13-piece molecular cluster, C4H34O12 overall.

Last column: Mulliken charge in e.
Cartesian coordinates (Å):
C -1.0844 -1.9117 -1.2549  -1.800
C -0.2471 -0.6644 -0.9792  2.588
C -0.9023 0.5666 -1.6031  -1.682
C -0.0898 -0.4677 0.5269  -0.616
H -0.5377 -2.8270 -1.0253  0.393
H -1.9784 -1.9167 -0.6331  0.341
H -1.3752 -1.9773 -2.3052  0.452
H 0.7263 -0.7810 -1.4625  -0.759
H -0.3164 1.4634 -1.4061  0.096
H -1.9079 0.7538 -1.2145  0.196
H -0.9425 0.4690 -2.6793  0.556
H 0.2254 -1.3821 1.0273  0.434
H 0.6506 0.2994 0.7307  0.048
H -1.0369 -0.1626 0.9805  -0.082
H 2.4950 -2.2401 -3.2844  0.315
H 3.1584 -1.3372 -2.2237  0.405
O 3.0095 -1.4305 -3.1888  -0.725
H 3.0348 0.0924 -0.4984  0.482
H 4.3394 -0.7191 -0.3444  0.296
O 3.3914 -0.8315 -0.4762  -0.873
H 0.9637 -1.2800 4.3572  0.287
H 1.6521 -1.2723 2.9774  0.351
O 1.1255 -0.7055 3.5999  -0.643
H 0.7032 2.4598 1.8247  0.432
H 0.9081 3.8596 1.1212  0.224
O 0.7124 2.9364 0.9259  -0.719
H 2.0113 0.0772 -3.7456  0.426
H 1.5425 1.2742 -2.8780  0.297
O 1.5129 0.9220 -3.7732  -0.687
H -3.2973 -1.3522 1.4672  0.440
H -2.0170 -1.8723 2.1482  0.275
O -2.8473 -2.1705 1.7701  -0.697
H 1.8690 2.1600 -0.1589  0.373
H 3.2037 2.4011 -0.9378  0.265
O 2.5454 1.7248 -0.7347  -0.647
H -3.1509 0.8976 1.0820  0.312
H -4.0639 0.2174 0.0192  0.480
O -3.8547 0.2382 0.9698  -0.746
H -0.6795 1.7243 2.9928  0.349
H 0.6316 0.9451 3.3841  0.406
O 0.2544 1.8322 3.2157  -0.755
H -1.1320 2.4790 0.8183  0.323
H -2.4875 3.1161 1.2754  0.238
O -1.9767 2.3015 1.2468  -0.631
H 2.2009 -3.0972 1.5062  0.315
H 2.8279 -1.7552 0.9721  0.443
O 2.5658 -2.2452 1.7888  -0.745
H -3.3961 -0.0112 -2.1981  0.338
H -4.6705 -0.8312 -1.9371  0.331
O -4.2693 0.0304 -1.7860  -0.699

Force components x, y, z for each atom (eV/Å):
C 0.1 0.0 -0.1
C -0.6 0.0 0.1
C 0.1 0.0 0.1
C 0.1 -0.1 -0.2
H 0.1 0.0 0.1
H -0.1 0.0 0.0
H 0.0 0.0 -0.1
H 0.1 0.0 0.1
H 0.1 0.1 0.1
H 0.1 -0.1 0.2
H -0.1 0.0 -0.4
H 0.1 0.0 0.0
H 0.1 0.1 0.2
H 0.0 0.0 -0.1
H 0.1 0.1 0.0
H -0.1 0.0 -0.3
O 0.0 -0.2 0.3
H 0.0 -0.1 0.0
H 0.0 -0.1 0.0
O 0.0 0.2 0.1
H 0.0 0.2 0.0
H -0.3 0.4 0.2
O 0.4 -0.7 -0.2
H -0.1 0.4 -0.3
H 0.0 -0.1 0.0
O 0.3 -0.2 0.2
H -0.2 0.5 0.2
H 0.1 -0.1 0.1
O 0.1 -0.3 -0.2
H 0.2 -0.1 0.2
H 0.0 0.0 0.0
O -0.1 -0.2 -0.1
H 0.2 0.0 -0.1
H -0.1 -0.1 0.0
O -0.2 0.2 0.1
H -0.1 0.0 -0.1
H 0.1 0.1 0.1
O -0.1 0.0 0.1
H 0.0 -0.2 0.1
H -0.2 -0.2 0.1
O 0.2 0.2 0.0
H 0.3 0.4 -0.2
H 0.2 0.0 -0.1
O -0.5 -0.3 0.4
H 0.2 0.4 0.0
H -0.2 -0.3 0.3
O 0.1 -0.1 -0.3
H -0.1 -0.1 0.0
H 0.0 0.0 0.0
O 0.0 0.0 -0.2

## Properties
Max |F| = 0.8 eV/A
E_HOMO = -10.246 eV


E across the listed records, respectively: -94430.4902; -29272.3501 eV.